Record 1
A 7-piece molecular cluster, C21H36Br6O12 overall at a distorted geometry, computed with ωB97M-V with the def2-TZVPD basis set.

Calculated values
molecular weight = 959.9 g mol⁻¹
highest occupied orbital energy = -10.0 eV
structure (SMILES) = C[C@H]1COC(=O)O1.C[C@H]1COC(=O)O1.C[C@H]1COC(=O)O1.COC(=O)OC.BrCCBr.BrCCBr.BrCCBr

```
75
Properties=species:S:1:pos:R:3:forces:R:3:lowdin_charge:R:1
H 30.90973 12.56089 10.75252 -0.122 0.494 0.020 0.03
H 14.90974 11.49833 4.90777 0.358 0.179 -0.043 0.08
C 20.86529 20.74881 11.07198 0.230 -0.876 1.124 -0.65
H 16.06351 12.48878 13.98774 -0.284 -0.264 0.231 0.14
Br 23.31120 7.19737 17.40160 0.020 -0.304 -0.238 0.62
C 13.93415 8.42565 7.62298 -1.148 0.049 6.332 -0.49
H 12.88040 13.58019 13.68414 -0.595 0.154 -0.439 0.07
H 32.73927 8.72635 -1.27218 -0.943 0.323 -0.152 0.08
H 21.51948 10.62787 9.98855 -0.001 -0.124 -0.722 0.09
C 14.79635 12.81223 16.76186 -1.524 -1.286 3.536 -0.59
H 12.16816 11.99686 13.23369 0.951 -0.270 -0.267 0.07
H 33.02594 9.48047 0.30911 -1.059 0.366 0.101 0.09
H 15.79075 11.24029 6.43797 -0.035 -0.726 -0.018 0.09
C 14.99963 8.53332 5.69339 0.272 1.785 -2.610 -0.12
C 24.04166 13.11006 5.97984 1.411 0.248 -0.227 -0.04
H 22.16021 12.25330 10.14792 0.090 -0.139 0.490 0.09
Br 29.52354 12.32440 12.83095 0.714 0.295 -0.457 0.55
O 13.60040 9.66166 7.14674 -0.477 -2.436 3.442 0.07
H 14.14143 11.81544 6.43180 0.001 0.041 -0.026 0.08
O 24.03106 12.29306 7.11103 0.196 -0.807 1.673 -0.01
H 30.64214 10.11215 -2.03098 -0.747 0.500 0.327 0.13
O 13.75831 8.04011 8.81436 0.251 1.516 -4.944 0.09
H 13.23753 9.66952 5.27257 0.365 0.686 -0.887 0.16
C 32.50850 11.00714 -1.29160 -1.356 -0.065 0.482 -0.27
C 14.83091 11.13481 5.93233 -1.015 0.325 -1.461 -0.01
O 32.22754 11.93596 -0.24142 1.141 0.290 1.118 0.08
O 23.14135 11.21061 8.72043 0.029 0.330 -0.382 0.01
H 25.17341 5.61867 15.63459 -0.517 0.172 -0.883 0.06
C 15.23918 12.89899 14.57111 -0.356 2.104 0.294 -0.04
H 23.50532 14.05031 6.10776 -0.589 -0.495 -0.362 0.10
Br 19.09411 21.16545 11.88350 0.767 -0.031 -0.809 0.55
O 15.67354 13.22195 15.92367 1.510 -0.455 -2.071 0.09
O 14.57847 7.73556 6.72488 0.782 -2.465 -0.156 0.12
C 23.03283 5.66768 16.22123 -0.350 -0.018 -0.860 -0.72
Br 30.03728 15.12353 9.68560 -0.616 0.013 -0.253 0.60
C 13.93310 12.11247 14.75023 -1.606 -1.359 -0.402 -0.29
H 23.85405 12.40876 5.16676 -0.658 0.817 -0.461 0.10
H 23.11992 10.77043 10.66130 -0.068 0.382 0.186 0.10
O 30.87851 13.75381 -0.00772 0.421 -0.233 0.441 0.16
O 14.91479 12.94453 17.96034 -0.674 -0.182 -1.430 0.13
C 24.32386 4.98816 15.89694 1.145 -0.772 1.152 -0.70
Br 24.07917 3.47959 14.61116 0.115 0.983 0.651 0.57
H 22.59230 6.01145 15.28536 -0.274 0.264 0.336 0.05
H 25.09635 13.37689 5.91261 0.042 0.180 -0.350 0.09
C 14.12718 9.76508 5.89507 1.174 1.913 -1.265 -0.35
H 14.03830 11.05799 14.49507 0.418 -0.041 -0.082 0.14
O 22.06554 13.08776 7.89103 1.793 -1.361 0.916 0.09
H 24.70414 4.55978 16.82429 -0.146 -0.566 -0.097 0.05
H 34.07152 9.63357 -0.92385 0.301 0.241 -0.251 0.07
H 31.39529 11.39851 -3.03642 -0.612 -0.376 -0.315 0.13
H 11.69957 12.71645 14.64933 0.606 -0.012 0.893 0.08
H 31.54437 15.23939 11.47131 -0.135 -0.021 0.692 0.03
H 33.33220 11.42225 -1.87237 -0.305 0.182 -0.266 0.14
C 32.99329 9.65761 -0.76591 1.764 -0.379 0.184 -0.03
C 23.01496 12.30091 7.95806 -2.063 0.681 -1.615 -0.58
H 15.04724 13.93570 14.29452 -0.255 -0.242 -1.303 0.13
H 22.15900 19.03507 10.78315 0.237 0.169 0.421 0.05
C 31.11603 11.09375 -2.02784 2.828 -0.692 -1.330 -0.07
C 12.59566 12.59062 14.04163 1.092 0.992 0.003 0.00
H 20.97899 21.05658 10.03253 -0.652 -0.070 0.021 0.06
Br 21.23206 18.67818 13.13350 0.090 0.193 -0.914 0.56
H 31.87494 13.12190 12.14390 -0.267 -0.411 0.207 0.05
H 22.36247 4.97205 16.72603 0.007 0.241 -0.061 0.06
C 30.58561 14.72146 11.49637 1.114 -1.405 -0.764 -0.68
O 13.74606 12.14780 16.15459 0.717 0.853 1.031 0.06
C 30.90011 13.16708 11.65835 -0.792 1.349 0.749 -0.63
C 21.19182 19.24582 11.23950 -0.173 0.468 -0.284 -0.68
H 14.83627 8.20445 4.66710 -0.848 -1.059 0.244 0.13
C 22.43434 11.21860 9.94212 -0.181 0.291 0.855 -0.05
O 30.47911 12.19623 -1.45465 -2.985 -1.874 -2.841 0.12
C 31.16345 12.71653 -0.52728 1.550 1.717 2.503 -0.64
H 20.51147 18.59499 10.69029 -0.335 0.164 0.409 0.05
H 16.07016 8.69933 5.57290 0.326 0.202 1.399 0.14
H 21.58028 21.33182 11.65249 -0.163 -0.024 0.028 0.04
H 29.89556 15.15520 12.22011 0.098 -0.314 -0.194 0.04
```
Positions in Å, forces in eV/Å.

Record 2
C21H36CrP2S as an isolated structure at a distorted geometry, computed with ωB97M-V with the def2-TZVPD basis set.

Calculated values
molecular weight = 434.5 g mol⁻¹
highest occupied orbital energy (spin up / spin down) = -6.8 / -6.7 eV
spin multiplicity = 5
relative energy (zero: lowest compared OMol25 entry of this formula, charge and spin) = 850.7 kJ/mol
expectation value of S² = 6.47

```
61
Properties=species:S:1:pos:R:3:forces:R:3:lowdin_spin:R:1
C -2.04458 -1.25288 -0.40729 0.991 -0.412 0.542 -0.21
H -0.18151 -0.71570 3.04605 -0.026 0.434 -0.156 0.00
H -0.26613 0.11285 -0.31379 -1.351 -0.858 0.160 -0.01
H 0.64264 -1.34709 -3.49890 0.077 0.040 -0.484 0.00
H 3.30878 1.78005 -0.73341 0.217 0.408 0.104 0.01
C 1.58571 0.32831 3.82971 -1.225 -1.639 1.628 0.00
H 2.98437 -2.99776 1.41651 0.443 -0.548 -0.428 -0.01
H -2.84777 -1.43207 -2.48965 -0.574 -1.037 0.752 0.01
H -0.24141 3.05310 -3.38962 0.288 -0.252 0.301 0.00
H 0.47106 4.14907 -2.19503 0.073 -0.523 -0.238 0.00
C 2.24654 0.57068 5.05907 -0.067 0.209 -0.142 -0.01
H 1.64668 -2.08313 1.94493 -0.511 0.168 -0.185 0.00
H -1.83771 2.94714 -1.18452 1.744 0.418 -0.447 0.00
H -1.33380 -2.62514 -2.49670 0.834 -0.298 0.287 0.00
C -2.72976 1.55415 -2.36221 -1.094 -0.415 -1.233 0.00
H -4.74394 1.79081 -1.87198 0.182 -0.417 -0.641 0.00
H -4.61510 0.55082 -3.13388 0.472 0.179 -0.640 0.00
H -0.81260 -0.48402 1.19159 -0.576 0.549 0.104 0.00
H 3.14122 -1.87744 2.69164 0.536 0.612 0.196 0.00
H -0.49409 -0.48916 -2.46928 0.080 0.141 -0.245 0.00
H -1.24039 1.91436 0.73629 0.330 0.275 -0.297 0.00
C -1.91469 1.25588 0.19624 -0.324 0.322 0.237 -0.01
S 2.36944 0.81093 2.39828 0.838 1.156 -2.492 -0.08
C -2.19726 1.94627 -1.21530 1.827 -0.290 2.388 0.02
H -1.41924 -0.64900 5.19013 0.517 -0.242 -0.142 0.00
H 2.87160 3.22651 -1.77323 0.654 -0.195 0.276 0.00
H 2.05787 -3.69483 -0.29667 0.297 1.140 -0.369 0.00
C -0.35737 -0.37636 5.14343 -0.153 -0.043 0.261 0.00
H 2.14419 0.57262 7.21256 0.223 0.075 0.003 0.00
C -2.87741 -1.02003 -1.47088 -0.869 0.066 0.515 0.23
H -1.99385 -2.22105 0.09798 1.203 -0.411 -1.086 0.00
P 0.70645 -1.87202 -1.13300 -2.065 -0.696 -1.436 0.04
C 2.56293 2.55306 -0.97021 0.024 0.027 -0.054 0.01
H 3.26033 0.95374 5.06479 -0.032 0.016 -0.282 0.00
Cr 2.68865 -0.50554 0.15675 -0.845 -0.017 3.241 4.17
H 3.11009 -2.17240 -0.57533 -0.661 -1.737 -0.714 0.01
H 0.88345 1.01413 -3.71506 0.342 0.154 -0.347 0.00
C 1.31836 0.56270 -2.82986 0.886 0.839 0.401 0.01
C 2.23599 -2.82024 -0.97537 1.176 0.025 -0.868 0.01
H -2.28393 1.74892 -3.34890 -0.603 1.227 0.398 0.00
H 1.54821 3.34201 -3.35355 -0.518 -0.206 0.122 0.00
H 2.49444 -3.19652 -1.95246 0.618 -0.247 -0.364 0.00
C 0.57093 -0.70297 -2.63737 0.288 -1.241 0.970 0.01
C 0.29424 -0.28719 3.91728 0.948 0.609 0.194 -0.01
C -4.02190 -0.11705 -1.16351 0.687 2.265 -0.553 0.02
H 2.29817 3.13619 -0.07763 0.468 -0.262 -0.065 0.00
P 0.99081 1.81527 -1.48512 -1.053 0.792 -1.267 0.01
H -3.79232 0.48885 -0.27658 -0.387 -0.914 -0.180 0.00
C 1.63309 0.37700 6.28265 -1.276 -0.480 -0.124 0.00
H -4.91530 -0.68959 -0.87876 0.047 0.084 -0.641 0.01
C 0.63577 3.19424 -2.74161 -0.030 0.735 0.716 0.00
H -0.20862 -0.18143 7.27745 -0.085 0.043 0.145 0.00
H 2.40633 0.45767 -2.97744 -0.259 -0.190 -0.159 0.00
C 2.70552 -2.00630 1.71598 -0.263 -0.143 0.111 -0.20
C -0.34581 -3.07307 -2.26856 0.548 -0.135 0.427 0.02
H -0.49921 -4.05041 -1.81211 -0.095 0.052 0.245 0.00
C 0.29692 -0.06777 6.33285 0.704 0.329 -0.444 -0.01
H -2.76227 1.24089 0.85523 -0.666 0.032 0.376 0.00
H 0.18575 -3.26093 -3.22786 -0.174 0.207 0.613 0.00
C -4.09985 0.98029 -2.28021 -1.540 -1.653 1.335 0.00
C -1.21867 -0.15950 0.22541 -1.241 1.868 -0.324 -0.02
```
Positions in Å, forces in eV/Å.

Record 3
A 4-piece molecular cluster, C21H36FN3O11P overall at a distorted geometry, computed with ωB97M-V with the def2-TZVPD basis set.

Calculated values
molecular weight = 556.5 g mol⁻¹
highest occupied orbital energy = -12.1 eV
total charge = +1

```
73
Properties=species:S:1:pos:R:3:forces:R:3:lowdin_charge:R:1
N -1.06738 0.79841 -5.32857 0.171 0.210 0.600 0.04
H -3.62457 -2.19175 -2.44287 -0.155 -0.294 -0.119 0.12
O 0.77551 -2.58647 6.15613 0.003 0.180 -0.102 0.07
H 6.29005 -3.57244 3.10358 -0.076 0.029 0.011 0.10
P 0.81768 -0.56953 -2.08829 3.116 1.626 0.800 0.93
C 0.18769 1.67241 1.98395 0.092 -0.190 -0.386 -0.01
C 6.36975 -2.78332 2.35589 0.287 0.305 -0.180 -0.01
H 7.15922 -2.10096 2.66950 -0.012 -0.037 0.016 0.09
O -2.43292 4.18054 2.18116 -0.014 -0.254 -0.086 0.07
H 4.95278 -1.29807 2.99757 -0.140 0.015 -0.060 0.16
H -2.84310 -1.28415 4.91802 0.036 -0.043 0.015 0.09
H -0.56608 4.46339 3.05738 -0.149 0.089 -0.044 0.14
C -0.63704 -2.37813 6.04136 -0.065 -0.247 0.112 -0.09
H -1.18518 -2.44926 -1.83074 0.097 -0.037 -0.302 0.10
H -1.72898 0.10083 4.89050 0.007 -0.093 0.187 0.09
C -3.01141 -3.05560 -2.73292 0.614 0.357 0.211 -0.20
H -0.56364 0.66387 -6.20307 -0.053 -0.068 0.020 0.15
H -1.00701 -3.39748 -3.37136 0.361 0.245 0.497 0.12
C 5.05998 -2.04380 2.20690 0.463 -0.385 0.302 -0.31
H 0.76191 1.33377 1.12266 0.056 -0.071 0.103 0.06
C -2.59210 2.40286 -4.10315 0.828 -0.353 0.327 -0.16
O -3.88964 3.36904 0.66148 0.035 -0.043 -0.088 0.16
H -0.95375 -1.67864 6.81868 -0.012 0.071 -0.082 0.14
H -3.40624 3.06962 -4.39970 0.066 -0.268 0.002 0.12
H -1.19466 6.68308 -3.34948 0.224 -0.286 -0.237 0.04
C -1.49284 4.44798 -3.16689 -0.005 -0.348 0.339 -0.14
N 0.87549 1.47530 -4.11710 0.342 -1.044 -1.421 0.17
H -0.95357 -0.04565 -0.85336 0.028 -0.042 0.439 0.07
H -2.14272 -0.72514 3.39900 -0.043 -0.014 0.031 0.08
C 3.69472 -1.35302 0.55575 0.241 0.162 0.225 -0.56
C -2.83201 3.33623 1.20058 -0.087 0.159 0.025 -0.56
O 0.00236 -0.15106 -0.71721 -0.753 -0.868 -1.382 -0.23
H -0.89289 2.96535 -5.31655 -0.073 -0.252 -0.018 0.11
H -2.46258 -0.77931 -3.57266 0.437 0.216 0.047 0.11
N -0.35044 -0.42747 -3.45293 -1.030 -1.035 0.088 -0.09
C -0.15244 0.58851 -4.26475 0.469 0.569 -0.396 -0.40
C -1.89424 3.04807 -2.87463 -0.340 0.421 -0.247 -0.20
H 1.00819 2.00775 -4.97468 -0.335 0.307 0.281 0.13
C -1.22106 3.65490 2.74030 -0.003 0.230 0.062 -0.08
C 3.84732 -2.93656 2.13977 -0.170 -0.157 0.330 -0.08
O 2.55359 -1.48198 5.32576 0.014 -0.050 -0.166 0.16
H 6.68158 -3.21791 1.40555 -0.155 -0.114 0.017 0.10
C -1.94090 -0.87851 4.46003 0.124 0.199 -0.369 -0.02
C -1.51462 -1.31388 -3.72705 -0.647 -0.861 0.185 -0.16
C 1.38566 -1.70776 5.32807 0.073 0.019 0.038 -0.56
C -0.65428 2.86260 1.58814 0.451 -0.329 0.298 -0.32
O -1.85061 2.44122 0.90835 -0.082 0.140 -0.062 0.06
O 1.27975 -2.12683 -1.97080 -1.622 0.298 -0.149 -0.23
H -2.23614 2.30514 -6.22129 0.258 -0.403 0.078 0.13
C -1.25312 5.61306 -3.34181 -0.334 -0.083 0.281 0.12
C -1.64980 2.16193 -5.30701 -0.740 0.989 0.060 -0.18
O 0.48498 -1.11893 4.49934 0.148 -0.199 0.094 0.07
O 2.94308 -2.15744 1.33884 0.026 -0.032 -0.283 0.06
H -0.43812 0.83748 2.30173 -0.032 0.121 0.152 0.08
H 1.67639 -2.24520 -1.08949 0.164 0.055 -0.086 0.05
H -0.79551 -2.61339 3.90248 0.074 -0.042 0.060 0.16
O 3.25149 -0.71814 -0.35821 -0.144 -0.132 -0.060 0.10
H -1.47224 3.03486 3.60460 0.027 -0.082 -0.062 0.14
H -3.38128 -3.53099 -3.64668 -0.028 0.236 0.078 0.13
H 4.03550 -3.88652 1.63369 0.103 0.064 -0.051 0.14
H -1.04575 2.46236 -2.49707 -0.060 0.148 -0.207 0.09
H -2.99389 1.43256 -3.77919 -0.216 0.273 -0.227 0.10
H -2.62983 3.06398 -2.05650 0.202 0.122 -0.123 0.11
C -0.76639 -1.81333 4.64734 -0.508 0.246 0.025 -0.33
H 0.88789 1.91688 2.78322 -0.063 0.082 0.013 0.10
H -1.17098 -3.31773 6.16553 0.163 -0.048 0.043 0.14
C -1.53845 -2.58943 -2.85757 -1.003 -0.213 -0.477 -0.16
H -0.09464 3.51043 0.90765 -0.090 0.085 0.023 0.16
F -3.09064 -3.99458 -1.71818 0.011 0.012 -0.062 -0.04
H 3.41809 -3.12932 3.12053 -0.134 0.134 -0.068 0.13
H 1.77342 1.03944 -3.90755 -0.251 0.228 0.971 0.10
H -1.53090 -1.62442 -4.77641 0.231 0.283 0.186 0.13
O 4.98091 -1.35611 0.93700 -0.416 0.090 -0.073 0.11
```
Positions in Å, forces in eV/Å.

> Which value of molecular weight does entry 2 give?

434.5 g mol⁻¹

> molecular weight of number 2 (C21H36CrP2S)?

434.5 g mol⁻¹

> Which value of molecular weight does entry 2 give?

434.5 g mol⁻¹

> Which formula does entry 2 have?

C21H36CrP2S